Entry 1:
A single C7H8O4 molecule. Source: the Open Molecules 2025 dataset; level of theory: ωB97M-V/def2-TZVPD.

Output
**SMILES**: O=C1C=C(CO)[C@H](O)[C@@H]2O[C@H]12

Geometry as ORCA input:
```
! RIJCOSX wB97M-V def2-TZVPD def2/J DEFGRID3
* xyz 0 1
O 2.83319 -1.63390 0.49241
C 1.93794 -0.78466 -0.01124
C 0.62626 -1.03516 -0.69380
C -0.44647 -0.31898 -0.51264
C -1.67469 -1.18328 -0.56538
O -2.52151 -1.08835 0.65270
C -0.51401 0.91246 0.43220
O -1.51387 1.96567 -0.04198
C 0.86679 1.40805 0.36227
O 1.73212 1.48903 -0.72013
C 2.06201 0.52969 0.29535
H 0.71171 -1.94977 -1.41523
H -1.42512 -2.11873 -1.02800
H -2.26899 -0.72473 -1.34743
H -2.19356 -1.69552 1.54003
H -0.94315 0.73867 1.54171
H -1.19224 2.42183 -0.83248
H 0.93913 2.20050 1.18309
H 2.98448 0.86721 0.66855
*
```

***

Entry 2:
A single C7H8OS molecule. Source: the Open Molecules 2025 dataset; level of theory: ωB97M-V/def2-TZVPD.

Geometry as ORCA input:
```
! RIJCOSX wB97M-V def2-TZVPD def2/J DEFGRID3
* xyz 0 1
C -0.34639 -0.58664 1.70548
C -1.14486 -1.48958 2.37335
C 0.98268 0.94748 0.15216
C 0.19468 -0.10745 0.28645
C 1.25496 1.37144 -1.22362
C -0.22038 -0.58540 -1.01975
C 0.57056 0.25838 -2.05607
O -3.27079 -1.12695 3.54761
S -2.15052 -2.10362 3.52191
H -0.10149 0.36845 2.25368
H 1.33236 1.50274 0.94714
H 0.73730 2.29827 -1.44832
H 2.33667 1.52468 -1.35891
H 0.05236 -1.67469 -1.25553
H -1.39055 -0.64817 -1.23436
H -0.13559 0.52240 -2.80559
H 1.29901 -0.47133 -2.38563
*
```

***

Entry 3:
2 unconnected molecules or ions with the total composition C7H8OS3. Source: the Open Molecules 2025 dataset; level of theory: ωB97M-V/def2-TZVPD.

Geometry as ORCA input:
```
! RIJCOSX wB97M-V def2-TZVPD def2/J DEFGRID3
* xyz 0 1
C 2.76678 -0.67833 -0.10413
C 2.24551 0.45769 -0.71082
C 2.00521 -1.34074 0.80961
C 1.04606 0.99880 -0.27429
C 0.75931 -0.90794 1.18727
C 0.31174 0.34879 0.70354
C -2.36932 0.30450 -0.27772
O -0.81888 0.83164 1.02036
S -2.09399 1.38970 -1.70394
S -3.66617 0.84605 0.80533
S -2.09691 -1.42332 -0.49551
H 3.61255 -1.06530 -0.67610
H 2.78197 1.03887 -1.49589
H 2.22471 -2.19915 1.29468
H 0.55623 1.89593 -0.67502
H 0.29264 -1.33015 2.02282
H -1.66284 0.49062 -2.65297
H -3.38602 2.10723 0.36510
H -2.50857 -1.76488 0.85766
*
```

***

Entry 4:
A molecular structure, C7H9Br3N2S. Source: the Open Molecules 2025 dataset; level of theory: ωB97M-V/def2-TZVPD.

Geometry as ORCA input:
```
! RIJCOSX wB97M-V def2-TZVPD def2/J DEFGRID3
* xyz 0 1
C -1.49520 1.52723 -0.77294
C -2.05673 2.06236 0.23332
C -0.99610 -1.69066 -0.77593
C 2.50374 0.20701 1.12682
C 1.77394 -1.15082 0.61558
C 1.30161 0.97884 0.56927
C 0.47514 -0.31400 0.65131
N -1.80041 -1.68916 -1.86600
N -0.32050 -0.57137 -0.54261
S -0.48652 -3.07452 -0.00879
Br -1.15142 2.27123 -2.41421
Br -3.30039 3.64875 0.09638
Br -2.36849 1.27267 1.88528
H 2.47775 0.17780 2.25029
H 3.36911 0.48960 0.51055
H 2.00957 -1.42197 -0.35441
H 1.87064 -2.00446 1.24022
H 0.81817 1.68859 1.13715
H 1.50034 1.20912 -0.38366
H -0.02867 -0.28259 1.70191
H -2.16992 -0.89403 -2.44465
H -1.92568 -2.43963 -2.45487
*
```

***

Entry 5:
A single C7H9BrO2S molecule. Source: the Open Molecules 2025 dataset; level of theory: ωB97M-V/def2-TZVPD.

Output
**SMILES**: CC(=O)CO[C@@]1(Br)CC=CS1

Geometry as ORCA input:
```
! RIJCOSX wB97M-V def2-TZVPD def2/J DEFGRID3
* xyz 0 1
C -2.70499 -1.51749 -0.47781
C -1.94712 -1.29976 0.77834
O -1.77629 -2.08277 1.68873
C -1.31013 0.10241 0.87494
O 0.00869 0.08752 1.41309
C 0.99068 0.15076 0.46329
Br 0.52215 -1.49117 -1.04791
C 1.10994 1.42867 -0.40540
C 2.61350 1.58172 -0.75721
C 3.38644 0.73284 -0.04821
S 2.57814 -0.32027 1.10776
H -2.26330 -1.08625 -1.30371
H -2.67353 -2.65133 -0.68734
H -3.73546 -1.28713 -0.32673
H -1.89832 0.67012 1.70002
H -1.44171 0.51122 -0.19349
H 0.77710 2.18739 0.14960
H 0.47806 1.29412 -1.25315
H 2.86008 2.35171 -1.55549
H 4.42608 0.63769 -0.11935
*
```

***

Entry 6:
A single C7H9Cl2N molecule. Source: the Open Molecules 2025 dataset; level of theory: ωB97M-V/def2-TZVPD.

Geometry as ORCA input:
```
! RIJCOSX wB97M-V def2-TZVPD def2/J DEFGRID3
* xyz 0 1
C 0.32764 -0.66064 1.04878
C -0.80784 0.02513 1.15128
C 0.86769 -0.99777 -0.29218
C -1.57445 0.49501 0.00646
C 2.21038 -1.68960 -0.24232
C -1.40589 1.89468 -0.46686
C -2.70300 -0.28562 -0.50639
N 0.27687 -0.73020 -1.34596
Cl -4.30671 0.46772 0.02095
Cl -2.69701 -1.96457 0.03680
H 0.87939 -0.99694 1.91549
H -1.19324 0.25337 2.13774
H 2.94822 -0.99118 0.14885
H 2.49813 -2.00401 -1.24156
H 2.15584 -2.55267 0.41779
H -1.92123 2.59218 0.19803
H -1.81691 2.01158 -1.46477
H -0.35142 2.16349 -0.48009
H -2.76064 -0.27844 -1.59491
*
```

***

Electronic energy, record by record: -15572.830, -20266.759, -41938.703, -231341.422, -92375.457, -33936.722 eV